Record 1
Density functional theory data (ωB97M-V/def2-TZVPD) for a cluster of 2 separate species, C5H11N in total in a non-equilibrium geometry.

Cartesian coordinates (Å):
C  -1.2430  -1.2474  -0.8087
C  -1.2157  0.3092  -0.8246
C  -0.8470  0.8987  0.5137
C  0.4230  0.2992  1.0426
C  1.5860  0.3169  0.2780
N  2.6578  -0.3768  0.9382
H  -0.7881  -1.7354  -1.6577
H  -2.2440  -1.7300  -0.6119
H  -0.6498  -1.3907  0.1067
H  -0.3011  0.5688  -1.4518
H  -2.1075  0.8471  -1.2485
H  -0.7373  1.9797  0.3971
H  -1.6228  0.7562  1.2632
H  0.5240  -0.0443  2.0496
H  0.2826  0.7738  -2.1286
H  3.4982  -0.3401  0.3314
H  2.7846  0.1152  1.8113

Results
Total charge: +1
Orbital gap (spin up / spin down) (eV): 6.39 / 5.45
E_tot (Ha): -251.31983
Multiplicity: 2

---

Record 2
Density functional theory data (ωB97M-V/def2-TZVPD) for the ion C5H11N2 with charge +1 in a non-equilibrium geometry.

Cartesian coordinates (Å):
C  0.3651  -0.1757  -0.3022
C  1.4529  0.9333  -0.3533
C  1.0627  2.3538  -0.2941
C  -0.9197  -0.6622  1.6794
C  -1.2094  -1.7801  -0.5976
N  0.9559  -0.0296  -1.4244
N  -0.5262  -0.8678  0.3162
H  2.3508  0.5776  0.2403
H  0.3541  2.5185  -1.0542
H  1.9446  3.1213  -0.3305
H  0.5007  2.3385  0.5919
H  -1.8368  0.0921  1.8623
H  -1.1157  -1.6855  2.0023
H  0.0038  -0.3839  2.3808
H  -1.1007  -1.5089  -1.5932
H  -1.1182  -2.7945  -0.3644
H  -2.4045  -1.6420  -0.4580
H  1.2407  -0.4047  -2.3013

Results
SMILES string: C[C@@H]1NC1=[N+](C)C
Total charge: +1
Orbital gap (eV): 11.74
E_tot (Ha): -306.27033
Multiplicity: 1

---

Record 3
Density functional theory data (ωB97M-V/def2-TZVPD) for the ion C5H11N2 with charge +1 in a non-equilibrium geometry.

Cartesian coordinates (Å):
C  -2.4661  -1.1723  0.0364
C  -2.2623  0.0609  0.3726
C  -0.2989  1.7751  -0.2228
C  0.1575  0.4046  -0.3098
C  2.1060  -1.1581  0.1632
N  -0.7878  0.6799  0.6507
N  1.6476  0.2514  0.2588
H  -3.3902  -1.5427  -0.4580
H  -1.5934  -1.7834  -0.2514
H  -2.9266  0.8998  0.3148
H  0.4865  2.4513  0.2429
H  -0.8831  2.2190  -0.9195
H  -0.1038  -0.1730  -1.1678
H  2.3234  -1.2787  -0.9366
H  2.9246  -1.4435  0.8924
H  1.2667  -1.7328  0.4215
H  2.1972  0.8567  -0.3034
H  1.6028  0.6860  1.2161

Results
SMILES string: C=CN1C[C@H]1[NH2+]C
Total charge: +1
Orbital gap (eV): 10.43
E_tot (Ha): -306.25394
Multiplicity: 1

---

Calculated relative energy (zero: lowest compared OMol25 entry of this formula, charge and spin) in order - 701.6 297.1 340.1 kJ/mol